# 1
This record from OMol25 describes a cluster of 3 separate species, C18H38F3IO12P3S in total. The level of theory is ωB97M-V/def2-TZVPD.

ORCA input file:
```
! RIJCOSX wB97M-V def2-TZVPD def2/J DEFGRID3
* xyz -1 1
C 2.232 -3.292 1.901
C 2.717 -1.904 2.171
O 2.493 -1.247 3.143
O 3.486 -1.456 1.155
C 3.755 -0.043 1.130
C 3.857 0.446 -0.316
C 2.803 1.491 -0.679
C 1.372 0.927 -0.779
C 0.489 1.197 0.432
P -1.329 0.748 0.063
I -0.720 -1.767 0.852
C -3.179 0.427 -0.267
C -3.664 -0.984 -0.518
O -2.996 -1.499 -1.655
C -5.160 -1.008 -0.759
F -5.530 -0.472 -1.925
F -5.845 -0.394 0.205
F -5.598 -2.295 -0.788
P -1.640 2.958 -0.687
S -3.400 3.814 -1.023
P -1.941 1.307 2.309
O -2.604 0.215 3.066
O -0.612 1.873 3.054
O -2.823 2.667 2.319
H 3.086 -3.967 1.797
H 1.671 -3.304 0.966
H 1.592 -3.611 2.721
H 2.962 0.455 1.691
H 4.693 0.132 1.667
H 4.855 0.870 -0.472
H 3.766 -0.413 -0.987
H 2.833 2.311 0.050
H 3.080 1.937 -1.641
H 1.417 -0.163 -0.900
H 0.899 1.311 -1.690
H 0.796 0.572 1.272
H 0.558 2.234 0.774
H -0.997 0.374 -1.278
H -3.404 1.015 -1.164
H -3.761 0.870 0.545
H -3.505 -1.622 0.363
H -3.503 -2.229 -2.034
H -0.829 3.760 0.137
H -0.856 2.978 -1.858
H -0.475 1.296 3.824
H -3.761 2.440 2.395
C 5.305 7.770 -2.780
C 4.450 6.536 -2.963
O 4.653 5.578 -1.910
C 4.036 5.859 -0.759
O 3.334 6.816 -0.549
O 4.330 4.901 0.116
C 3.732 5.065 1.409
H 6.357 7.496 -2.701
H 5.183 8.430 -3.641
H 5.012 8.315 -1.884
H 4.727 5.996 -3.866
H 3.391 6.787 -3.015
H 2.655 5.189 1.318
H 4.157 5.930 1.915
H 3.964 4.154 1.951
C -4.891 -5.760 1.446
C -4.633 -5.480 -0.016
O -3.309 -5.892 -0.416
C -3.143 -7.193 -0.605
O -3.991 -8.049 -0.522
O -1.864 -7.413 -0.928
C -1.533 -8.784 -1.142
H -4.131 -5.276 2.061
H -5.866 -5.360 1.724
H -4.884 -6.831 1.647
H -4.648 -4.413 -0.220
H -5.362 -5.972 -0.660
H -2.189 -9.228 -1.889
H -1.617 -9.347 -0.213
H -0.504 -8.781 -1.489
*
```

Calculated total energy = -98812.4636 eV
HOMO = -4.824 eV
Frontier orbital gap = 7.16 eV

# 2
This record from OMol25 describes a cluster of 11 separate species, C18H38N10O20S in total at a distorted geometry. The level of theory is ωB97M-V/def2-TZVPD.

ORCA input file:
```
! RIJCOSX wB97M-V def2-TZVPD def2/J DEFGRID3
* xyz 0 1
C -1.647 -3.421 3.342
N -0.280 -2.952 3.693
O 0.304 -3.535 4.634
O 0.206 -2.049 3.103
H -2.093 -4.006 4.146
H -1.520 -3.798 2.328
H -2.275 -2.530 3.354
C 1.782 -1.192 -4.390
N 0.699 -1.332 -5.379
O 0.032 -0.353 -5.650
O 0.387 -2.452 -5.787
H 1.759 -2.059 -3.729
H 1.540 -0.293 -3.823
H 2.733 -1.129 -4.920
C -2.316 1.649 -2.662
N -2.643 0.198 -2.748
O -1.665 -0.629 -2.772
O -3.842 -0.210 -2.821
H -1.534 1.894 -3.381
H -1.976 1.813 -1.640
H -3.169 2.204 -3.054
C 0.088 -0.942 -0.010
N 1.172 -0.284 -0.758
O 2.129 -1.016 -1.140
O 1.136 0.917 -0.754
H -0.850 -0.737 -0.526
H 0.114 -0.627 1.033
H 0.348 -1.986 -0.184
C 4.683 1.286 -2.094
N 4.323 2.532 -1.390
O 3.186 2.985 -1.426
O 5.271 2.926 -0.702
H 5.251 0.639 -1.426
H 5.177 1.486 -3.045
H 3.735 0.774 -2.258
C 1.735 0.846 3.359
N 3.078 1.384 3.157
O 3.355 1.667 1.964
O 3.817 1.454 4.148
H 1.609 0.053 2.622
H 1.017 1.651 3.209
H 1.693 0.594 4.419
C -2.555 -5.060 -0.088
N -2.835 -3.816 -0.752
O -3.773 -3.855 -1.600
O -2.307 -2.761 -0.444
H -1.503 -5.245 0.130
H -2.941 -5.938 -0.607
H -3.121 -4.964 0.839
C -5.336 0.036 1.702
N -4.262 -0.875 1.121
O -4.434 -2.059 1.115
O -3.278 -0.372 0.575
H -5.948 -0.489 2.436
H -5.872 0.549 0.904
H -4.782 0.704 2.360
C 2.184 -4.989 2.340
C 1.583 -4.623 0.945
O 2.656 -3.903 0.345
S 3.541 -3.000 1.451
O 3.334 -1.545 1.422
O 4.947 -3.447 1.473
O 2.704 -3.713 2.713
H 3.076 -5.608 2.241
H 1.489 -5.356 3.094
H 0.789 -3.887 1.064
H 1.260 -5.428 0.285
N 0.731 4.765 1.836
C -0.242 5.387 2.574
C -1.318 4.488 2.641
C -0.926 3.281 2.060
C 0.233 3.525 1.478
H 1.694 5.052 1.729
H -0.095 6.432 2.801
H -2.275 4.480 3.142
H -1.445 2.335 2.102
H 0.850 2.869 0.883
N 0.064 4.184 -2.070
C -0.065 4.412 -3.416
C -1.268 4.898 -3.746
C -1.970 4.915 -2.481
C -1.136 4.433 -1.467
H 0.866 3.773 -1.612
H 0.773 4.185 -4.058
H -1.489 5.130 -4.778
H -2.981 5.268 -2.336
H -1.167 4.412 -0.388
*
```

Calculated total energy = -85941.9039 eV
HOMO = -8.198 eV
Frontier orbital gap = 7.64 eV